133
Properties=species:S:1:pos:R:3:forces:R:3 method="wB97M-V/def2-TZVPD" total_charge=+1 de_lowest_kj_mol=0.0 orbital_gap_ev=5.84 lumo_ev=-3.88
C 2.0975 7.5670 1.9444 0.071 0.238 -0.245
N 2.1802 6.6659 0.7459 -0.512 -0.283 0.231
C 0.8735 6.3914 0.3638 0.186 -0.167 0.173
N 0.2548 7.1679 -0.4658 -0.139 0.247 0.123
N -1.0891 6.9837 -0.8419 0.308 0.002 -0.241
C -1.2293 6.0573 -1.6592 -0.101 -0.153 0.297
S -1.4477 4.8729 -2.6000 -0.153 0.029 -0.150
N 0.3182 5.2176 0.8476 0.722 0.272 -0.303
C 1.5101 4.3481 1.0402 -0.213 0.253 0.109
C 2.7589 5.2923 0.9342 -0.133 -0.058 -0.218
C 3.8203 5.0950 2.0115 0.190 -0.017 -0.143
C 5.2641 5.3847 1.5259 -0.508 -0.105 0.378
C 5.8809 6.6617 2.0745 0.170 -0.141 -0.105
F 6.5670 6.3621 3.2065 -0.023 0.068 0.096
F 4.9232 7.5542 2.4396 -0.052 0.089 -0.074
C 6.8912 7.4470 1.1739 -0.043 0.067 0.008
F 7.0292 8.6677 1.7161 0.041 -0.029 0.037
F 8.0903 6.8385 1.2092 -0.006 -0.078 -0.060
C 6.4738 7.6577 -0.3187 0.098 0.023 -0.030
F 6.9295 8.8469 -0.7240 -0.050 -0.002 -0.035
F 5.1191 7.6903 -0.3837 -0.003 -0.101 0.046
C 7.0073 6.5945 -1.3491 -0.056 -0.045 -0.054
F 6.1179 6.4765 -2.3433 0.262 0.041 0.176
F 8.1715 6.9874 -1.8446 -0.202 -0.138 0.115
F 7.1623 5.3837 -0.7901 -0.081 0.220 -0.135
H 1.1695 8.1394 1.9049 0.024 -0.009 -0.062
H 2.9227 8.2680 1.9275 0.010 -0.077 0.077
H 2.0930 6.9983 2.8725 0.029 0.004 0.009
H 0.7279 7.9897 -0.8284 -0.096 0.034 0.070
H -0.1992 5.4228 1.6996 -0.334 -0.232 -0.160
H 1.4305 3.7945 1.9715 0.066 0.027 0.047
H 1.5238 3.6618 0.1972 0.068 -0.302 0.182
H 3.2178 5.0433 -0.0236 0.087 0.116 0.014
H 3.5850 5.6338 2.9267 0.009 -0.067 0.053
H 3.7908 4.0320 2.2553 -0.026 0.003 0.051
H 5.2524 5.3606 0.4444 0.206 0.012 -0.077
H 5.8894 4.5744 1.8916 0.166 0.040 -0.258
C 3.1926 0.5070 -0.1026 -0.008 0.032 0.005
O 2.3390 1.2455 -0.9578 -0.070 0.002 0.052
C 1.9897 0.5646 -2.1645 -0.048 0.018 -0.099
C 0.5145 0.2189 -2.1946 0.005 0.002 0.115
N 0.1758 -0.7965 -1.2123 -0.028 0.143 0.047
C -1.2574 -1.0127 -1.0184 0.091 -0.090 0.014
C -2.0808 0.1537 -0.4851 -0.113 -0.035 -0.104
O -1.7898 0.5163 0.8548 0.068 0.075 0.049
C -0.6595 1.3376 1.0322 -0.089 -0.067 0.003
H 3.4810 1.1603 0.7201 0.004 0.035 -0.142
H 2.6953 -0.3742 0.3149 -0.003 -0.055 -0.038
H 4.0966 0.1838 -0.6254 0.024 0.016 0.034
H 2.6005 -0.3340 -2.2849 -0.034 -0.025 0.045
H 2.2120 1.2376 -2.9965 0.024 -0.005 -0.002
H 0.2584 -0.1564 -3.1899 0.007 0.012 -0.007
H -0.0403 1.1589 -2.0471 -0.005 0.033 -0.071
H 0.5914 -0.5552 -0.3233 0.058 -0.019 0.001
H -1.3714 -1.8463 -0.3221 -0.024 -0.017 -0.027
H -1.6903 -1.3421 -1.9677 -0.010 0.000 0.005
H -3.1302 -0.1484 -0.4853 0.015 -0.006 0.020
H -2.0048 1.0375 -1.1328 0.050 0.010 0.020
H -0.5082 2.0039 0.1753 0.024 0.012 -0.015
H 0.2519 0.7518 1.1840 0.074 0.057 -0.011
H -0.8216 1.9413 1.9267 -0.056 0.000 0.028
C -6.2548 -7.1594 -0.1239 0.028 -0.015 0.084
O -5.3970 -6.5602 0.8315 -0.077 0.016 -0.046
C -4.2767 -7.3492 1.1966 0.023 -0.026 0.068
C -2.9968 -6.7869 0.6220 0.061 -0.034 -0.094
N -2.9658 -6.9257 -0.8263 -0.075 0.113 0.082
C -1.8407 -6.2785 -1.4834 -0.015 -0.110 -0.035
C -1.7063 -4.7660 -1.3589 0.115 0.058 -0.026
O -2.7144 -4.0338 -2.0335 -0.040 0.030 0.026
C -3.9236 -3.8611 -1.3179 0.016 0.025 -0.060
H -7.1595 -6.5597 -0.1780 0.015 0.037 0.006
H -5.8064 -7.1820 -1.1210 -0.039 -0.061 -0.019
H -6.5174 -8.1796 0.1729 -0.012 -0.005 -0.016
H -4.4118 -8.3837 0.8657 0.008 0.002 -0.008
H -4.2048 -7.3450 2.2881 -0.047 0.006 -0.018
H -2.1568 -7.3460 1.0478 0.046 0.035 -0.032
H -2.9046 -5.7444 0.9589 -0.001 -0.017 0.058
H -3.8339 -6.5785 -1.2139 0.041 -0.012 -0.010
H -1.8947 -6.5200 -2.5477 0.027 0.003 0.003
H -0.9180 -6.7295 -1.1012 0.001 0.011 0.003
H -0.7628 -4.4794 -1.8309 -0.018 0.035 -0.004
H -1.6497 -4.4432 -0.3109 -0.055 -0.046 0.011
H -3.7458 -3.7868 -0.2405 -0.007 -0.013 0.014
H -4.6362 -4.6703 -1.5026 0.007 0.007 0.039
H -4.3766 -2.9299 -1.6627 0.009 0.002 -0.012
C -11.4673 -6.0451 -5.5121 -0.001 -0.011 -0.048
O -10.5403 -5.0522 -5.9003 0.031 -0.039 0.084
C -10.8584 -3.7371 -5.4666 -0.033 0.069 -0.060
C -9.8603 -3.2443 -4.4419 0.022 -0.058 0.056
N -9.9773 -3.9832 -3.1946 0.084 -0.063 -0.078
C -8.9404 -3.7022 -2.2110 -0.107 -0.018 0.029
C -7.4941 -4.0246 -2.5716 0.049 0.061 0.075
O -7.2167 -5.4078 -2.6872 -0.022 0.018 -0.036
C -7.5171 -5.9907 -3.9422 0.067 -0.063 0.028
H -11.2007 -6.9582 -6.0411 0.008 0.005 0.000
H -11.4399 -6.2439 -4.4347 -0.030 0.036 0.008
H -12.4888 -5.7650 -5.7864 -0.009 -0.013 0.000
H -11.8737 -3.7032 -5.0598 0.021 0.001 0.045
H -10.8191 -3.0808 -6.3403 -0.021 -0.017 -0.013
H -10.0558 -2.1855 -4.2435 0.017 0.006 0.013
H -8.8608 -3.3162 -4.8940 -0.006 0.044 -0.030
H -9.9881 -4.9748 -3.3952 -0.010 0.008 0.001
H -9.1865 -4.2597 -1.3038 0.008 0.021 0.011
H -8.9946 -2.6389 -1.9527 0.012 0.010 -0.011
H -6.8685 -3.6645 -1.7498 -0.002 -0.017 -0.020
H -7.1662 -3.5014 -3.4786 -0.051 -0.014 -0.027
H -7.3704 -5.2808 -4.7608 -0.013 0.003 -0.007
H -8.5407 -6.3724 -3.9863 -0.012 0.045 -0.036
H -6.8384 -6.8321 -4.0823 0.006 0.011 0.004
C 6.5997 -1.9293 5.5889 -0.031 -0.016 0.051
O 6.5428 -0.5694 5.9711 -0.005 0.005 -0.132
C 7.8093 0.0413 6.1853 0.029 0.018 0.099
C 8.0763 1.1087 5.1475 -0.015 -0.024 -0.076
N 8.2565 0.5249 3.8271 -0.163 0.068 0.011
C 8.3296 1.4799 2.7319 0.019 -0.200 -0.031
C 7.1167 2.3627 2.4622 0.019 0.211 0.010
O 5.9623 1.6876 1.9820 -0.095 0.015 0.048
C 5.1503 1.1029 2.9876 0.049 0.016 -0.047
H 5.5828 -2.3162 5.6231 -0.001 0.009 0.001
H 6.9923 -2.0622 4.5742 0.046 0.004 0.017
H 7.2192 -2.5107 6.2775 -0.005 -0.016 -0.001
H 8.6033 -0.7109 6.1769 0.012 0.019 -0.048
H 7.7921 0.5077 7.1736 -0.005 -0.031 0.013
H 8.9869 1.6495 5.4222 0.002 0.010 -0.015
H 7.2425 1.8245 5.1924 0.020 0.034 0.046
H 7.5136 -0.1382 3.6488 0.022 -0.027 0.012
H 8.5403 0.9199 1.8175 0.023 0.026 -0.006
H 9.1872 2.1377 2.9055 -0.013 0.026 0.004
H 7.3997 3.0681 1.6749 0.013 -0.065 -0.032
H 6.8427 2.9597 3.3433 0.057 -0.050 0.048
H 5.1818 1.6861 3.9123 -0.001 -0.032 0.040
H 5.4460 0.0757 3.2109 0.015 0.012 0.067
H 4.1229 1.0803 2.6201 0.053 0.013 0.053